68
Properties=species:S:1:pos:R:3:nbo_charge:R:1 method="wB97M-V/def2-TZVPD" e_lumo_ev=-3.250 gap_ev=6.215 e_above_lowest_kcal_mol=6.0 total_charge=+1
Rh -3.9230 -0.6685 0.0307 1.062
S -5.8741 -0.3202 1.2342 0.025
C -6.5396 -0.9150 -0.2430 0.074
C -7.8591 -1.1437 -0.6320 -0.254
C -8.0733 -1.6475 -1.8963 -0.129
C -6.9950 -1.8997 -2.7484 -0.278
C -5.7226 -1.6332 -2.2990 0.069
N -5.5284 -1.1471 -1.0696 -0.413
H -8.6710 -0.9326 0.0486 0.238
H -9.0834 -1.8399 -2.2340 0.227
H -7.1434 -2.3028 -3.7389 0.232
H -4.8366 -1.8294 -2.8870 0.220
F 1.8528 1.9914 -1.7304 -0.338
C 1.5717 0.8002 -1.1496 0.408
C 0.3428 0.2120 -1.3353 -0.233
C 0.0692 -0.9925 -0.6625 -0.168
C -1.3157 -1.5372 -0.6447 0.609
O -2.2740 -0.9972 -1.3052 -0.694
C -1.5319 -2.6374 0.2469 -0.325
C -0.4713 -3.1849 0.8932 0.158
N 0.7828 -2.7295 0.8414 -0.357
C 1.8076 -3.3802 1.6304 -0.077
C 1.8758 -4.8734 1.6102 -0.406
C 2.9349 -4.0672 0.9178 -0.423
C 1.0684 -1.5786 0.1419 0.259
C 2.3117 -0.9608 0.2895 -0.242
C 2.5646 0.2294 -0.3159 0.071
N 3.8012 0.9140 -0.0201 -0.455
C 3.5867 2.0344 0.8642 -0.253
C 4.9191 2.5787 1.3330 -0.226
N 5.7269 2.9865 0.1281 -0.493
C 5.8957 1.8429 -0.8339 -0.226
C 4.5254 1.3253 -1.2219 -0.256
C -2.8764 -3.3102 0.5257 0.777
O -2.8274 -4.4294 0.9981 -0.634
O -3.9527 -2.6177 0.4378 -0.657
H -0.4325 0.6772 -1.9296 0.270
H -0.6423 -4.0600 1.5060 0.263
H 2.0217 -2.8750 2.5648 0.221
H 1.1677 -5.4008 0.9867 0.240
H 2.1191 -5.3670 2.5392 0.238
H 2.9090 -4.0519 -0.1634 0.230
H 3.9200 -4.0082 1.3583 0.227
H 3.0739 -1.3860 0.9256 0.245
H 3.0257 1.7035 1.7312 0.247
H 3.0091 2.8301 0.3864 0.203
H 5.5002 1.8144 1.8463 0.230
H 4.8047 3.4534 1.9698 0.241
H 6.6380 3.3427 0.4171 0.440
H 5.2464 3.7539 -0.3483 0.434
H 6.4771 1.0836 -0.3138 0.231
H 6.4506 2.2131 -1.6935 0.239
H 4.6603 0.4637 -1.8751 0.249
H 3.9874 2.0926 -1.7933 0.209
Cl 1.5181 5.5619 0.1530 -0.015
C 0.2697 4.3580 0.3565 -0.032
C -0.8270 4.3973 -0.4725 -0.240
C -1.7914 3.4218 -0.3442 -0.130
C -1.6552 2.4133 0.6034 -0.166
C -0.5632 2.3973 1.4550 -0.166
C 0.4092 3.3790 1.3402 -0.210
C -2.6171 1.2890 0.5741 0.755
O -2.4638 0.2240 1.2755 -0.670
O -3.5638 1.3450 -0.2403 -0.613
H -0.9176 5.1779 -1.2149 0.240
H -2.6545 3.4124 -0.9963 0.253
H -0.4774 1.6083 2.1904 0.240
H 1.2593 3.3962 2.0014 0.205

=====

69
Properties=species:S:1:pos:R:3:nbo_charge:R:1 method="wB97M-V/def2-TZVPD" e_lumo_ev=0.504 smiles="CN(C)c1ccc([C@H](C(S(=O)(=O)c2ccccc2)=[S@](=O)([O-])c2ccccc2)[C@H](Cl)S(=O)(=O)c2ccc([N+](=O)[O-])cc2)cc1" gap_ev=4.790 total_charge=-1
O -8.5318 1.1070 0.4083 -0.389
N -7.8233 2.1460 0.4217 0.502
O -8.3002 3.2979 0.2804 -0.380
C -6.4179 1.9242 0.5839 0.012
C -5.5515 3.0220 0.5686 -0.179
C -4.2060 2.8128 0.8324 -0.184
C -3.7568 1.5120 1.1603 -0.261
S -2.0237 1.2154 1.6893 2.101
C -1.3129 0.4575 0.1279 -0.540
Cl -1.7030 1.5092 -1.2064 -0.038
O -1.3302 2.4548 2.0320 -0.913
O -2.0187 0.0326 2.5509 -0.939
C -4.5864 0.3835 0.9861 -0.147
C -5.9334 0.6064 0.7380 -0.183
H -5.9542 4.0115 0.3543 0.250
H -3.5131 3.6586 0.7996 0.254
H -1.9818 -0.4197 0.0628 0.204
H -4.1895 -0.6383 1.0752 0.246
H -6.6059 -0.2413 0.6806 0.248
C 4.7184 0.2746 4.6589 -0.403
N 4.0562 1.2751 3.8500 -0.432
C 4.6475 2.6242 3.8117 -0.397
C 2.9801 0.8952 3.1032 0.180
C 2.2010 1.8536 2.3864 -0.295
C 1.2914 1.4185 1.4131 -0.089
C 1.1093 0.0421 1.1921 -0.152
C 0.2788 -0.4420 0.0529 -0.168
C 0.9945 -0.5393 -1.1613 -0.858
S 0.4120 -1.6690 -2.4131 2.154
C -0.9788 -2.6340 -1.7122 -0.286
C -0.7543 -3.8350 -1.0129 -0.206
C -1.8230 -4.5118 -0.4042 -0.169
C -3.1178 -3.9715 -0.4533 -0.224
C -3.3520 -2.7931 -1.1798 -0.225
C -2.2888 -2.1517 -1.8309 -0.205
O -0.1041 -0.9436 -3.5604 -0.956
O 1.5219 -2.5959 -2.6116 -0.970
S 2.5674 0.4006 -1.3923 2.152
C 2.9639 0.0447 -3.1061 -0.233
C 2.3732 0.7604 -4.1420 -0.192
C 2.6935 0.4665 -5.4673 -0.217
C 3.6284 -0.5381 -5.7580 -0.204
C 4.2060 -1.2603 -4.7090 -0.230
C 3.8719 -0.9645 -3.3939 -0.182
O 2.4382 1.8503 -1.2977 -0.940
O 3.6256 -0.2621 -0.6442 -0.955
C 1.6780 -0.8816 2.0818 -0.095
C 2.6498 -0.4726 2.9748 -0.312
H 5.2579 -0.5187 4.0229 0.189
H 5.4605 0.8542 5.2912 0.194
H 3.9341 -0.2814 5.3258 0.195
H 5.0108 2.9390 2.7977 0.205
H 3.8817 3.3342 4.2046 0.193
H 5.5198 2.5147 4.4869 0.193
H 2.3272 2.9290 2.6046 0.205
H 0.6293 2.0997 0.8411 0.226
H -0.2477 -1.4131 0.3043 0.218
H 0.2570 -4.2386 -0.9293 0.246
H -1.6326 -5.4541 0.1268 0.207
H -3.9577 -4.4892 0.0296 0.211
H -4.3580 -2.3613 -1.2418 0.214
H -2.4634 -1.2593 -2.4258 0.251
H 1.6452 1.5295 -3.9117 0.237
H 2.2109 1.0069 -6.2871 0.206
H 3.9006 -0.7699 -6.7947 0.203
H 4.9105 -2.0735 -4.9034 0.206
H 4.3022 -1.5254 -2.5784 0.244
H 1.4425 -1.9490 2.0212 0.199
H 3.2209 -1.1659 3.5954 0.203

=====

68
Properties=species:S:1:pos:R:3:nbo_charge:R:1 method="wB97M-V/def2-TZVPD" e_lumo_ev="-0.353 / -0.396" multiplicity=3 gap_ev="5.356 / 6.947" s_squared=2.02 e_above_lowest_kcal_mol=0.0 total_charge=0
Ti 0.8077 0.0448 0.5331 1.275
N -0.4754 -2.1188 4.3956 -0.805
C -0.3055 -1.3682 3.2619 0.296
S 1.2339 -0.6179 3.0213 -0.356
N -1.3210 -1.3034 2.4535 -0.444
N -1.0514 -0.5635 1.3036 -0.446
C -2.1212 -0.4263 0.5296 0.216
C -3.4258 -1.0712 0.8142 -0.099
C -3.6231 -2.4154 0.5139 -0.176
C -4.8437 -3.0208 0.7639 -0.208
C -5.8827 -2.2865 1.3198 -0.214
C -5.6956 -0.9456 1.6182 -0.231
C -4.4725 -0.3409 1.3657 -0.141
C -1.9850 0.5013 -0.5507 0.137
C -3.0467 0.8739 -1.3990 -0.222
C -2.8598 1.8978 -2.2877 -0.168
C -1.6238 2.5625 -2.3143 -0.273
C -0.6211 2.1163 -1.4920 0.062
N -0.7666 1.0800 -0.6466 -0.567
H 0.1653 -1.9657 5.1524 0.395
H -1.4304 -2.3385 4.6305 0.394
H -2.8115 -2.9873 0.0797 0.217
H -4.9845 -4.0672 0.5259 0.214
H -6.8361 -2.7586 1.5188 0.212
H -6.5019 -0.3667 2.0503 0.211
H -4.3263 0.7065 1.6008 0.204
H -3.9896 0.3513 -1.3306 0.233
H -3.6594 2.1982 -2.9520 0.216
H -1.4344 3.3947 -2.9769 0.220
H 0.3633 2.5650 -1.5123 0.218
N 3.1723 0.1879 0.7751 -0.873
C 3.4984 1.5848 0.6725 0.233
C 4.7053 2.0593 0.2541 -0.229
C 4.9624 3.4490 0.1786 -0.187
C 4.0138 4.3514 0.5507 -0.205
C 2.7400 3.8965 0.9756 -0.012
C 1.6997 4.7738 1.3738 -0.129
C 0.4895 4.2728 1.7536 -0.259
C 0.2872 2.8755 1.6768 0.109
N 1.2261 2.0495 1.2898 -0.499
C 2.4693 2.5213 0.9945 0.096
H 3.7693 -0.3677 0.1749 0.405
H 3.2942 -0.1240 1.7355 0.412
H 5.4863 1.3613 -0.0210 0.221
H 5.9321 3.7831 -0.1637 0.223
H 4.2088 5.4156 0.5206 0.218
H 1.8845 5.8412 1.3729 0.219
H -0.3233 4.9073 2.0749 0.230
H -0.6717 2.4335 1.9221 0.224
C 1.0020 0.0311 -5.6019 -0.263
O 1.5693 0.4388 -4.3539 -0.520
C 1.1226 -0.0756 -3.1961 0.058
S -0.1584 -1.1085 -3.0742 -0.186
S 2.0894 0.5111 -1.8830 -0.325
H 1.8008 0.1341 -6.3335 0.189
H 0.1747 0.6957 -5.8545 0.186
H 0.6386 -0.9914 -5.5552 0.209
Cl -0.2554 -5.6753 1.2761 0.018
C 0.7430 -4.5327 0.4399 -0.067
C 1.7935 -4.9586 -0.3508 -0.178
C 2.5364 -3.9913 -1.0040 -0.232
C 2.2006 -2.6587 -0.8402 0.047
N 1.1986 -2.2528 -0.0569 -0.468
C 0.4762 -3.1820 0.5748 0.033
H 2.0136 -6.0119 -0.4560 0.233
H 3.3572 -4.2570 -1.6547 0.226
H 2.7160 -1.8708 -1.3773 0.232
H -0.3382 -2.8461 1.1994 0.243